(1)
A cluster of 9 separate species, C40H76N2O9 in total at a distorted geometry, computed with wB97M-V/def2-TZVPD.

Output
energy: -64109.2295 eV
structure (SMILES): CCCCO[C@@H](C#N)CC#N.C1CCOC1.C1CCOC1.C1CCOC1.C1CCOC1.C1CCOC1.C1CCOC1.C1CCOC1.C1CCOC1
net charge: 0
LUMO energy: 0.07 eV

Positions of all 127 atoms, in Å:
C (-3.87, -2.41, -2.45)
C (-2.74, -3.39, -1.77)
C (-2.51, -2.85, -0.23)
C (-0.95, -2.73, 0.24)
O (-0.68, -1.31, 0.50)
C (0.16, -0.69, -0.54)
C (-0.32, -1.02, -2.09)
N (-0.34, -1.49, -3.32)
C (-0.03, 0.96, -0.36)
C (-1.17, 1.21, 0.84)
N (-2.07, 1.15, 1.79)
H (-4.03, -2.57, -3.60)
H (-4.91, -2.67, -1.94)
H (-3.70, -1.26, -2.22)
H (-3.25, -4.46, -1.69)
H (-1.76, -3.52, -2.40)
H (-3.12, -3.50, 0.54)
H (-2.99, -1.76, -0.17)
H (-0.17, -3.27, -0.45)
H (-0.88, -3.28, 1.30)
H (1.32, -0.91, -0.36)
H (-0.52, 1.41, -1.34)
H (0.98, 1.50, -0.12)
C (-5.65, 3.96, -0.22)
C (-4.40, 3.31, -0.73)
C (-4.81, 1.86, -0.84)
O (-6.22, 1.85, -1.14)
C (-6.73, 3.18, -0.94)
H (-5.70, 5.04, -0.42)
H (-5.74, 3.81, 0.86)
H (-4.15, 3.71, -1.72)
H (-3.53, 3.46, -0.08)
H (-4.67, 1.33, 0.10)
H (-4.27, 1.33, -1.63)
H (-6.94, 3.61, -1.93)
H (-7.67, 3.13, -0.38)
C (0.67, 3.70, 4.49)
C (1.48, 4.90, 4.07)
C (1.88, 4.54, 2.66)
O (0.83, 3.72, 2.13)
C (-0.04, 3.34, 3.20)
H (-0.02, 3.90, 5.31)
H (1.33, 2.89, 4.79)
H (0.85, 5.80, 4.07)
H (2.34, 5.10, 4.72)
H (2.80, 3.95, 2.65)
H (2.02, 5.42, 2.03)
H (-0.97, 3.90, 3.09)
H (-0.26, 2.27, 3.13)
C (-3.26, -2.43, 5.17)
C (-2.45, -1.23, 4.76)
C (-2.05, -1.59, 3.34)
O (-3.10, -2.41, 2.81)
C (-3.97, -2.79, 3.88)
H (-3.95, -2.23, 5.99)
H (-2.60, -3.24, 5.47)
H (-3.08, -0.34, 4.75)
H (-1.59, -1.04, 5.41)
H (-1.13, -2.18, 3.33)
H (-1.91, -0.71, 2.71)
H (-4.90, -2.23, 3.77)
H (-4.19, -3.86, 3.81)
C (3.31, -3.27, -4.13)
C (3.03, -4.70, -4.52)
C (2.78, -5.35, -3.18)
O (2.22, -4.34, -2.32)
C (2.37, -3.07, -2.96)
H (3.15, -2.55, -4.94)
H (4.35, -3.18, -3.79)
H (2.12, -4.74, -5.13)
H (3.84, -5.17, -5.08)
H (3.71, -5.69, -2.72)
H (2.09, -6.20, -3.24)
H (1.38, -2.75, -3.30)
H (2.75, -2.33, -2.24)
C (-3.59, -1.74, -7.67)
C (-3.88, -3.17, -8.06)
C (-4.13, -3.82, -6.72)
O (-4.68, -2.81, -5.87)
C (-4.53, -1.54, -6.51)
H (-3.75, -1.02, -8.48)
H (-2.55, -1.65, -7.33)
H (-4.79, -3.21, -8.67)
H (-3.07, -3.64, -8.62)
H (-3.19, -4.16, -6.27)
H (-4.82, -4.67, -6.79)
H (-5.52, -1.21, -6.85)
H (-4.16, -0.80, -5.79)
C (2.27, 9.22, -0.48)
C (3.29, 8.40, 0.27)
C (2.85, 8.59, 1.70)
O (1.43, 8.77, 1.69)
C (1.01, 8.98, 0.33)
H (2.16, 8.93, -1.53)
H (2.54, 10.28, -0.44)
H (3.20, 7.35, -0.01)
H (4.32, 8.72, 0.09)
H (3.30, 9.49, 2.14)
H (3.11, 7.74, 2.34)
H (0.50, 8.07, 0.00)
H (0.31, 9.81, 0.28)
C (4.54, -5.55, 0.15)
C (5.16, -5.97, 1.46)
C (5.60, -4.65, 2.04)
O (4.68, -3.65, 1.56)
C (3.89, -4.23, 0.51)
H (3.84, -6.28, -0.26)
H (5.33, -5.38, -0.60)
H (4.39, -6.43, 2.09)
H (5.98, -6.68, 1.35)
H (6.60, -4.37, 1.70)
H (5.59, -4.65, 3.14)
H (2.88, -4.39, 0.91)
H (3.83, -3.54, -0.33)
C (5.16, -0.02, 3.66)
C (3.76, 0.01, 3.09)
C (3.07, 0.99, 4.00)
O (4.06, 1.93, 4.44)
C (5.35, 1.42, 4.08)
H (5.92, -0.36, 2.95)
H (5.19, -0.67, 4.54)
H (3.79, 0.39, 2.07)
H (3.28, -0.97, 3.08)
H (2.66, 0.50, 4.89)
H (2.25, 1.53, 3.50)
H (5.73, 2.03, 3.25)
H (6.04, 1.52, 4.93)

Atom charges from the Mulliken analysis, given in e for atoms 1 to 99: number 1, C, carries -0.44; number 2, C, carries -0.23; number 3, C, carries 0.05; number 4, C, carries -0.46; number 5, O, carries -0.24; number 6, C, carries 0.87; number 7, C, carries 0.03; number 8, N, carries -0.69; number 9, C, carries -0.76; number 10, C, carries 0.46; number 11, N, carries -0.71; number 12, H, carries 0.00; number 13, H, carries 0.32; number 14, H, carries -0.02; number 15, H, carries 0.37; number 16, H, carries 0.02; number 17, H, carries 0.31; number 18, H, carries -0.12; number 19, H, carries 0.09; number 20, H, carries 0.20; number 21, H, carries 0.22; number 22, H, carries 0.36; number 23, H, carries 0.35; number 24, C, carries -0.59; number 25, C, carries -0.40; number 26, C, carries 0.12; number 27, O, carries -0.43; number 28, C, carries -0.51; number 29, H, carries 0.35; number 30, H, carries 0.27; number 31, H, carries 0.32; number 32, H, carries 0.21; number 33, H, carries 0.04; number 34, H, carries 0.04; number 35, H, carries 0.27; number 36, H, carries 0.28; number 37, C, carries -0.29; number 38, C, carries -0.56; number 39, C, carries -0.12; number 40, O, carries -0.41; number 41, C, carries -0.22; number 42, H, carries 0.46; number 43, H, carries -0.07; number 44, H, carries 0.28; number 45, H, carries 0.40; number 46, H, carries 0.16; number 47, H, carries 0.05; number 48, H, carries 0.33; number 49, H, carries 0.01; number 50, C, carries -0.64; number 51, C, carries -0.56; number 52, C, carries 0.57; number 53, O, carries -0.24; number 54, C, carries -0.58; number 55, H, carries 0.36; number 56, H, carries 0.26; number 57, H, carries 0.30; number 58, H, carries 0.39; number 59, H, carries 0.14; number 60, H, carries -0.53; number 61, H, carries 0.33; number 62, H, carries 0.28; number 63, C, carries -0.67; number 64, C, carries -0.58; number 65, C, carries -0.43; number 66, O, carries -0.39; number 67, C, carries 0.32; number 68, H, carries 0.39; number 69, H, carries 0.26; number 70, H, carries 0.26; number 71, H, carries 0.37; number 72, H, carries 0.20; number 73, H, carries 0.26; number 74, H, carries -0.16; number 75, H, carries 0.20; number 76, C, carries -0.56; number 77, C, carries -0.54; number 78, C, carries -0.42; number 79, O, carries -0.38; number 80, C, carries -0.29; number 81, H, carries 0.34; number 82, H, carries 0.26; number 83, H, carries 0.24; number 84, H, carries 0.33; number 85, H, carries 0.24; number 86, H, carries 0.29; number 87, H, carries 0.27; number 88, H, carries 0.23; number 89, C, carries -0.52; number 90, C, carries -0.48; number 91, C, carries -0.37; number 92, O, carries -0.40; number 93, C, carries -0.40; number 94, H, carries 0.32; number 95, H, carries 0.27; number 96, H, carries 0.22; number 97, H, carries 0.36; number 98, H, carries 0.32; number 99, H, carries 0.19

***

(2)
An isolated molecule of C5H10O, computed with wB97M-V/def2-TZVPD.

Output
ΔE to the lowest compared entry with this formula, charge and spin: 25.32 kcal per mole
energy: -7393.6674 eV
structure (SMILES): C[C@@H]1[C@H](C)[C@@H]1O
net charge: 0
LUMO energy: 0.89 eV

Positions of all 16 atoms, in Å:
C (-1.04, -0.81, -1.21)
C (-0.96, -0.36, 0.23)
C (0.36, -0.15, 0.95)
C (1.67, -0.37, 0.24)
C (-0.54, 1.02, 0.60)
O (-0.20, 1.88, -0.45)
H (-0.35, -0.26, -1.85)
H (-2.05, -0.65, -1.60)
H (-0.82, -1.88, -1.30)
H (-1.76, -0.77, 0.85)
H (0.36, -0.44, 2.00)
H (2.50, 0.09, 0.81)
H (1.89, -1.44, 0.14)
H (1.67, 0.07, -0.76)
H (-1.07, 1.51, 1.42)
H (0.33, 2.59, -0.07)

Taken from the natural (NBO) analysis, the atomic charges in e are: number 1, C, carries -0.61; number 2, C, carries -0.24; number 3, C, carries -0.25; number 4, C, carries -0.62; number 5, C, carries 0.08; number 6, O, carries -0.71; number 7, H, carries 0.22; number 8, H, carries 0.21; number 9, H, carries 0.21; number 10, H, carries 0.21; number 11, H, carries 0.21; number 12, H, carries 0.21; number 13, H, carries 0.21; number 14, H, carries 0.22; number 15, H, carries 0.17; number 16, H, carries 0.47

***

(3)
A cluster of 2 separate species, C3H2ClO3 in total at a distorted geometry, computed with wB97M-V/def2-TZVPD.

Output
ΔE to the lowest compared entry with this formula, charge and spin: 111.22 kcal per mole
energy: -21804.1968 eV
net charge: -1
LUMO energy: 3.91 eV

Positions of all 9 atoms, in Å:
C (-1.76, -0.51, -0.27)
C (1.13, -0.44, -0.88)
C (1.09, 0.79, -0.22)
O (0.60, 1.74, 0.31)
O (2.31, 0.55, -0.55)
O (-1.46, 0.11, 0.76)
Cl (1.35, -1.69, 0.39)
H (-2.52, -1.35, -0.13)
H (-0.74, 0.80, 0.61)

Taken from the natural (NBO) analysis, the atomic charges in e are: number 1, C, carries 0.05; number 2, C, carries -0.19; number 3, C, carries 0.65; number 4, O, carries -0.67; number 5, O, carries -0.54; number 6, O, carries -0.66; number 7, Cl, carries -0.19; number 8, H, carries 0.03; number 9, H, carries 0.52

***

(4)
A cluster of 14 separate species, C4H39N2O13 in total at a distorted geometry, computed with wB97M-V/def2-TZVPD.

Output
ΔE to the lowest compared entry with this formula, charge and spin: 85.62 kcal per mole
energy: -34373.3964 eV
net charge: +1
LUMO energy: -2.25 eV

Positions of all 58 atoms, in Å:
N (2.07, -0.38, 0.34)
C (2.22, 0.95, 0.95)
C (1.16, 2.08, 0.74)
N (0.86, 2.32, -0.67)
C (1.75, 3.27, -1.31)
C (-0.52, 2.74, -0.91)
H (1.22, -0.84, 0.74)
H (2.89, -0.96, 0.50)
H (1.87, -0.33, -0.67)
H (3.14, 1.37, 0.53)
H (2.41, 0.86, 2.01)
H (1.75, 2.90, 1.16)
H (0.24, 1.71, 1.17)
H (1.76, 4.30, -0.92)
H (1.70, 3.24, -2.40)
H (2.80, 3.01, -1.09)
H (-1.19, 1.96, -0.51)
H (-0.68, 2.84, -1.99)
H (-0.89, 3.68, -0.47)
H (-2.09, -0.05, -0.87)
H (-3.39, -0.40, -0.02)
O (-2.43, -0.18, 0.03)
H (-2.72, -1.73, 2.52)
H (-2.98, -2.41, 3.95)
O (-2.49, -2.44, 3.12)
H (1.99, -2.52, -3.13)
H (0.88, -2.12, -2.13)
O (1.82, -2.31, -2.21)
H (-0.19, -0.02, -4.70)
H (-1.76, -0.26, -5.05)
O (-0.93, -0.63, -4.75)
H (-3.19, -3.77, -0.78)
H (-3.23, -2.36, -1.11)
O (-3.84, -3.06, -0.87)
H (-0.98, -0.36, -2.80)
H (0.01, 0.58, -1.97)
O (-0.40, -0.29, -2.02)
H (-0.71, -2.54, -0.54)
H (-0.15, -3.92, -0.98)
O (-0.78, -3.24, -1.23)
H (-0.66, -1.91, 1.73)
H (-1.01, -0.95, 0.42)
O (-0.39, -1.55, 0.88)
H (4.31, -2.29, -1.64)
H (4.87, -1.00, -1.08)
O (4.04, -1.41, -1.35)
H (-1.82, 2.51, 1.79)
H (-1.59, 3.40, 3.16)
O (-1.24, 2.82, 2.48)
H (3.69, -1.85, 3.10)
H (3.75, -0.39, 3.14)
O (3.24, -1.09, 2.71)
H (-0.04, 1.21, 3.71)
H (0.76, 2.32, 4.41)
O (0.85, 1.55, 3.84)
H (-5.17, -1.41, 0.04)
H (-5.65, 0.00, 0.40)
O (-4.96, -0.64, 0.59)

Taken from the natural (NBO) analysis, the atomic charges in e are: number 1, N, carries -0.71; number 2, C, carries -0.24; number 3, C, carries -0.21; number 4, N, carries -0.49; number 5, C, carries -0.43; number 6, C, carries -0.43; number 7, H, carries 0.46; number 8, H, carries 0.47; number 9, H, carries 0.45; number 10, H, carries 0.19; number 11, H, carries 0.25; number 12, H, carries 0.21; number 13, H, carries 0.22; number 14, H, carries 0.19; number 15, H, carries 0.21; number 16, H, carries 0.20; number 17, H, carries 0.20; number 18, H, carries 0.20; number 19, H, carries 0.19; number 20, H, carries 0.49; number 21, H, carries 0.52; number 22, O, carries -1.02; number 23, H, carries 0.48; number 24, H, carries 0.49; number 25, O, carries -0.97; number 26, H, carries 0.48; number 27, H, carries 0.50; number 28, O, carries -0.99; number 29, H, carries 0.49; number 30, H, carries 0.49; number 31, O, carries -0.96; number 32, H, carries 0.50; number 33, H, carries 0.46; number 34, O, carries -0.96; number 35, H, carries 0.51; number 36, H, carries 0.49; number 37, O, carries -1.01; number 38, H, carries 0.49; number 39, H, carries 0.48; number 40, O, carries -0.99; number 41, H, carries 0.52; number 42, H, carries 0.52; number 43, O, carries -1.02; number 44, H, carries 0.49; number 45, H, carries 0.47; number 46, O, carries -0.95; number 47, H, carries 0.49; number 48, H, carries 0.49; number 49, O, carries -0.98; number 50, H, carries 0.49; number 51, H, carries 0.48; number 52, O, carries -0.96; number 53, H, carries 0.48; number 54, H, carries 0.48; number 55, O, carries -0.96; number 56, H, carries 0.51; number 57, H, carries 0.49; number 58, O, carries -0.96

***

| no. | HOMO-LUMO gap (eV) |
| --- | --- |
| 1 | 9.18 |
| 2 | 10.27 |
| 3 | 7.40 |
| 4 | 9.58 |